{"formula": "C51H59F40N5O11PSi", "method": "ωB97M-V/def2-TZVPD", "elements": ["C", "C", "C", "C", "O", "C", "N", "C", "O", "N", "O", "N", "C", "C", "C", "C", "C", "C", "C", "C", "Si", "C", "C", "C", "C", "C", "C", "C", "C", "C", "P", "O", "O", "O", "C", "N", "C", "C", "N", "H", "H", "H", "H", "H", "H", "H", "H", "H", "H", "H", "H", "H", "H", "H", "H", "H", "H", "H", "H", "H", "H", "H", "H", "H", "H", "H", "H", "H", "H", "H", "H", "H", "H", "H", "H", "H", "H", "H", "C", "C", "C", "F", "F", "F", "F", "O", "C", "C", "F", "F", "F", "F", "H", "H", "H", "H", "C", "C", "C", "F", "F", "F", "F", "O", "C", "C", "F", "F", "F", "F", "H", "H", "H", "H", "C", "C", "C", "F", "F", "F", "F", "O", "C", "C", "F", "F", "F", "F", "H", "H", "H", "H", "C", "C", "C", "F", "F", "F", "F", "O", "C", "C", "F", "F", "F", "F", "H", "H", "H", "H", "C", "C", "C", "F", "F", "F", "F", "O", "C", "C", "F", "F", "F", "F", "H", "H", "H", "H"], "xyz": [[0.559, 4.656, 3.059], [0.026, 5.352, 2.232], [-0.888, 6.229, 1.429], [-1.460, 5.541, 0.158], [-0.545, 5.113, -0.857], [0.444, 5.979, -1.061], [1.376, 6.650, -1.199], [-2.082, 4.147, 0.602], [-1.207, 3.139, 0.567], [-1.690, 1.978, -0.183], [-1.882, 2.235, -1.286], [-3.324, 4.156, 0.933], [-4.112, 2.979, 1.384], [-3.381, 2.048, 2.427], [-3.319, 0.534, 1.995], [-1.921, -0.157, 2.293], [-1.398, -1.020, 1.105], [0.092, -1.492, 1.245], [0.883, -1.420, -0.144], [2.372, -0.918, 0.026], [2.364, 0.985, -0.065], [1.459, 1.568, 1.527], [1.534, 1.634, -1.649], [4.089, 1.760, 0.010], [4.826, 2.257, -1.099], [6.097, 2.846, -0.871], [6.662, 2.971, 0.416], [5.951, 2.463, 1.533], [4.690, 1.877, 1.307], [-3.794, 5.548, 0.722], [-5.595, 5.627, 0.203], [-5.979, 4.402, -0.547], [-6.564, 5.758, 1.482], [-5.902, 6.890, -0.756], [-2.843, 6.142, -0.385], [-3.314, 5.559, -1.650], [-2.796, 7.690, -0.533], [-2.032, 8.043, -1.839], [-0.968, 8.731, -1.839], [1.036, 3.815, 3.558], [-1.742, 6.578, 2.047], [-0.319, 7.157, 1.187], [-5.062, 3.351, 1.812], [-4.382, 2.348, 0.513], [-2.389, 2.460, 2.714], [-3.989, 2.096, 3.355], [-3.662, 0.351, 0.957], [-4.042, 0.004, 2.654], [-2.044, -0.828, 3.172], [-1.231, 0.646, 2.620], [-2.029, -1.938, 1.072], [-1.593, -0.510, 0.136], [0.046, -2.575, 1.503], [0.645, -1.009, 2.073], [0.287, -0.733, -0.787], [0.880, -2.392, -0.681], [2.977, -1.388, -0.775], [2.806, -1.262, 0.991], [1.642, 2.657, 1.593], [1.962, 1.039, 2.363], [0.395, 1.295, 1.424], [2.170, 1.306, -2.503], [0.518, 1.228, -1.828], [1.439, 2.743, -1.670], [4.382, 2.180, -2.101], [6.689, 3.269, -1.700], [7.634, 3.451, 0.604], [6.309, 2.513, 2.571], [4.133, 1.500, 2.178], [-3.772, 6.176, 1.640], [-7.433, 5.439, 1.162], [-5.636, 6.681, -1.670], [-3.683, 4.614, -1.529], [-2.542, 5.445, -2.311], [-2.244, 8.211, 0.273], [-3.789, 8.168, -0.623], [-2.411, 7.657, -2.810], [-0.654, 8.793, -2.813], [7.147, 3.497, -6.540], [5.930, 3.484, -7.490], [4.585, 3.899, -6.887], [4.193, 3.084, -5.889], [3.618, 3.841, -7.835], [5.839, 2.270, -8.074], [6.206, 4.368, -8.490], [7.553, 2.251, -5.970], [6.929, 1.804, -4.809], [6.158, 0.500, -5.029], [5.204, 0.644, -5.969], [5.538, 0.125, -3.884], [6.161, 2.780, -4.288], [7.916, 1.584, -3.915], [7.997, 3.787, -7.158], [7.070, 4.280, -5.785], [4.625, 4.924, -6.509], [6.832, -0.298, -5.345], [3.947, -6.855, -0.725], [3.458, -7.751, -1.883], [3.078, -7.044, -3.186], [2.056, -6.181, -3.024], [2.673, -7.956, -4.102], [2.441, -8.524, -1.442], [4.482, -8.601, -2.176], [2.999, -6.513, 0.289], [2.161, -5.423, 0.091], [0.688, -5.831, 0.018], [0.461, -6.700, -0.986], [-0.093, -4.744, -0.214], [2.559, -4.718, -0.985], [2.334, -4.610, 1.160], [4.693, -7.446, -0.192], [4.488, -5.978, -1.083], [3.932, -6.503, -3.603], [0.367, -6.298, 0.946], [-10.548, 3.079, 0.286], [-9.204, 2.857, 1.011], [-8.025, 2.404, 0.147], [-8.247, 1.217, -0.441], [-6.916, 2.249, 0.922], [-9.397, 2.012, 2.042], [-8.852, 4.066, 1.569], [-11.510, 2.032, 0.350], [-11.437, 0.988, -0.573], [-11.153, -0.360, 0.095], [-9.987, -0.336, 0.774], [-11.053, -1.331, -0.838], [-10.551, 1.286, -1.541], [-12.642, 0.928, -1.172], [-11.030, 3.906, 0.810], [-10.410, 3.439, -0.735], [-7.796, 3.141, -0.624], [-11.951, -0.621, 0.794], [-2.527, -9.870, -0.325], [-3.994, -10.280, -0.078], [-5.030, -9.153, -0.067], [-4.801, -8.253, 0.910], [-6.263, -9.664, 0.158], [-4.063, -11.005, 1.060], [-4.338, -11.126, -1.089], [-1.677, -9.738, 0.818], [-1.664, -8.539, 1.516], [-2.170, -8.691, 2.953], [-3.430, -9.157, 2.983], [-2.170, -7.488, 3.577], [-2.329, -7.594, 0.826], [-0.369, -8.136, 1.549], [-2.082, -10.694, -0.883], [-2.446, -9.008, -0.988], [-5.051, -8.631, -1.028], [-1.535, -9.381, 3.514], [7.236, -2.339, 5.839], [8.289, -2.564, 4.734], [8.838, -1.313, 4.042], [7.879, -0.615, 3.404], [9.747, -1.669, 3.104], [7.796, -3.436, 3.827], [9.346, -3.188, 5.325], [5.861, -2.507, 5.484], [5.175, -1.440, 4.918], [4.720, -1.738, 3.488], [5.761, -2.017, 2.685], [4.088, -0.657, 2.961], [5.906, -0.313, 5.005], [4.081, -1.239, 5.687], [7.410, -3.125, 6.574], [7.401, -1.408, 6.382], [9.334, -0.654, 4.760], [4.037, -2.591, 3.466]], "e_lumo_ev": -4.6, "max_force_ev_per_a": 3.404, "charge": 1, "homo_lumo_gap_ev": 5.9, "total_energy_ha": -7705.2871}

***

{"formula": "C6H9NO", "method": "ωB97M-V/def2-TZVPD", "elements": ["O", "C", "C", "C", "C", "N", "C", "C", "H", "H", "H", "H", "H", "H", "H", "H", "H"], "xyz": [[2.695, -0.445, -0.129], [1.362, -0.546, -0.243], [0.330, -0.349, 0.933], [0.329, 1.202, 0.585], [0.178, 0.722, -0.876], [-0.978, -0.225, -1.115], [-2.032, -0.167, 0.084], [-0.899, -0.991, 0.297], [3.088, -0.150, -0.946], [1.026, -1.538, -0.815], [0.393, -0.783, 2.040], [1.306, 1.837, 0.787], [-0.353, 2.126, 0.757], [0.149, 1.262, -1.707], [-2.592, 0.740, 0.372], [-2.884, -0.739, -0.283], [-1.118, -1.958, 0.257]], "e_lumo_ev": 0.9, "max_force_ev_per_a": 6.342, "de_lowest_ev": 6.1163, "smiles": "O[C@H]1[C@H]2C[C@@H]1N1C[C@H]21", "homo_lumo_gap_ev": 9.6, "total_energy_ha": -363.7995}

***

{"formula": "ClN3O13Rb", "method": "ωB97M-V/def2-TZVPD", "elements": ["Rb", "Cl", "O", "O", "O", "O", "N", "O", "O", "O", "N", "O", "O", "O", "N", "O", "O", "O"], "xyz": [[-0.094, 2.190, 1.530], [4.568, 1.794, -3.197], [4.986, 0.935, -2.170], [4.678, 1.158, -4.503], [3.207, 2.286, -2.991], [5.468, 2.901, -3.292], [-0.867, -0.948, 7.061], [-0.960, -0.296, 8.111], [-1.585, -1.957, 6.905], [-0.141, -0.520, 6.221], [0.473, -3.443, -1.835], [-0.152, -2.426, -1.580], [1.030, -3.622, -2.936], [0.460, -4.340, -1.040], [-5.316, 1.554, -1.578], [-6.150, 0.705, -1.474], [-4.961, 2.274, -0.643], [-4.643, 1.755, -2.590]], "e_lumo_ev": 3.7, "max_force_ev_per_a": 4.401, "charge": -3, "de_lowest_ev": 1.4133, "homo_lumo_gap_ev": 4.2, "total_energy_ha": -1626.0635}

***

{"formula": "C36H37GeOPSe2Te2W", "method": "ωB97M-V/def2-TZVPD", "elements": ["W", "C", "C", "C", "C", "C", "C", "C", "P", "C", "C", "C", "C", "C", "C", "C", "C", "C", "C", "C", "C", "C", "C", "H", "H", "H", "H", "H", "H", "H", "H", "H", "H", "H", "H", "H", "H", "H", "H", "H", "H", "H", "H", "Se", "Te", "Te", "Se", "Ge", "C", "C", "C", "C", "C", "C", "C", "C", "C", "C", "C", "C", "H", "H", "H", "H", "H", "H", "H", "H", "H", "H", "H", "C", "O", "C", "C", "H", "H", "H", "H", "H", "H"], "xyz": [[0.592, -0.088, -0.514], [3.297, -1.596, 1.830], [4.429, -0.672, 1.504], [5.716, -1.054, 1.880], [6.815, -0.271, 1.587], [6.649, 0.926, 0.905], [5.384, 1.327, 0.527], [4.263, 0.537, 0.816], [2.632, 1.207, 0.290], [3.065, 2.357, -1.063], [2.549, 3.652, -0.994], [2.723, 4.542, -2.038], [3.422, 4.143, -3.166], [3.941, 2.862, -3.239], [3.767, 1.942, -2.208], [4.355, 0.573, -2.402], [2.162, 2.230, 1.750], [3.246, 2.789, 2.446], [3.109, 3.336, 3.704], [1.863, 3.327, 4.309], [0.773, 2.867, 3.601], [0.877, 2.325, 2.315], [-0.493, 2.082, 1.694], [3.341, -1.906, 2.875], [3.375, -2.501, 1.221], [2.336, -1.109, 1.670], [5.847, -1.984, 2.418], [7.803, -0.593, 1.887], [7.503, 1.545, 0.670], [5.267, 2.259, -0.013], [2.019, 3.961, -0.101], [2.311, 5.540, -1.972], [3.572, 4.837, -3.982], [4.484, 2.544, -4.121], [3.946, 0.115, -3.305], [4.175, -0.100, -1.569], [5.434, 0.654, -2.543], [4.224, 2.782, 1.992], [3.970, 3.745, 4.212], [1.737, 3.701, 5.315], [-0.207, 2.924, 4.059], [-0.925, 3.079, 1.540], [-1.110, 1.606, 2.461], [-0.399, -1.532, 1.127], [0.408, -3.900, 1.494], [1.106, -4.214, -1.129], [1.838, -1.856, -1.513], [-0.973, -0.600, -2.440], [-1.368, 0.786, -3.774], [-0.459, 1.662, -4.362], [-0.910, 2.681, -5.187], [-2.268, 2.852, -5.414], [-3.183, 1.987, -4.830], [-2.737, 0.950, -4.029], [-1.135, -2.313, -3.390], [-0.078, -2.632, -4.249], [0.006, -3.894, -4.814], [-0.997, -4.826, -4.579], [-2.078, -4.496, -3.775], [-2.134, -3.257, -3.153], [1.364, 0.662, -2.284], [0.605, 1.548, -4.187], [-0.194, 3.339, -5.660], [-2.617, 3.643, -6.064], [-4.243, 2.112, -5.005], [-3.448, 0.252, -3.593], [0.690, -1.891, -4.456], [0.849, -4.140, -5.445], [-0.941, -5.806, -5.032], [-2.875, -5.210, -3.619], [-2.968, -3.016, -2.506], [-0.504, 3.070, -1.311], [-0.050, 1.830, -0.725], [-0.738, 1.270, 0.436], [-2.248, 1.207, 0.188], [-1.527, 2.971, -1.675], [0.160, 3.278, -2.144], [-0.440, 3.861, -0.567], [-2.753, 2.114, 0.528], [-2.682, 0.371, 0.741], [-2.488, 1.082, -0.872]], "e_lumo_ev": [-7.7, -7.9], "max_force_ev_per_a": 2.441, "charge": 2, "homo_lumo_gap_ev": [5.7, 5.4], "total_energy_ha": -9292.9333}

***

Copy entry 2 word for word.
{"formula": "C6H9NO", "method": "ωB97M-V/def2-TZVPD", "elements": ["O", "C", "C", "C", "C", "N", "C", "C", "H", "H", "H", "H", "H", "H", "H", "H", "H"], "xyz": [[2.695, -0.445, -0.129], [1.362, -0.546, -0.243], [0.330, -0.349, 0.933], [0.329, 1.202, 0.585], [0.178, 0.722, -0.876], [-0.978, -0.225, -1.115], [-2.032, -0.167, 0.084], [-0.899, -0.991, 0.297], [3.088, -0.150, -0.946], [1.026, -1.538, -0.815], [0.393, -0.783, 2.040], [1.306, 1.837, 0.787], [-0.353, 2.126, 0.757], [0.149, 1.262, -1.707], [-2.592, 0.740, 0.372], [-2.884, -0.739, -0.283], [-1.118, -1.958, 0.257]], "e_lumo_ev": 0.9, "max_force_ev_per_a": 6.342, "de_lowest_ev": 6.1163, "smiles": "O[C@H]1[C@H]2C[C@@H]1N1C[C@H]21", "homo_lumo_gap_ev": 9.6, "total_energy_ha": -363.7995}

***

Number 1 is which compound? C51H59F40N5O11PSi